The following is a DFT calculation (the ωB97M-V functional and the def2-TZVPD basis) of one molecule with the formula C5H8O.

Each line ends with the Löwdin charge.
Atoms and positions in Å:
C (1.44225, 0.03367, -0.51679)  -0.052
C (0.62465, 0.31099, 0.72346)  -0.223
C (-0.78718, 0.82672, 0.49938)  -0.123
C (-1.36710, -0.18990, -0.50632)  -0.191
O (-0.63900, -1.39727, -0.34815)  -0.087
C (0.63369, -1.06519, 0.12238)  -0.279
H (1.15823, 0.48984, -1.46392)  0.109
H (2.51622, -0.03774, -0.36153)  0.102
H (1.12496, 0.54099, 1.65839)  0.132
H (-0.83088, 1.84549, 0.09512)  0.114
H (-1.34185, 0.81725, 1.44427)  0.112
H (-1.23687, 0.17261, -1.53490)  0.116
H (-2.42760, -0.41007, -0.34727)  0.121
H (1.13047, -1.93739, 0.53586)  0.148

## Properties
2S+1   1
Gap between HOMO and LUMO   10.216 eV
SMILES string   C1C[C@@H]2C[C@@H]2O1
Highest occupied orbital energy   -9.080 eV
E_LUMO   0.0417 Eh
ΔE to the lowest compared entry with this formula, charge and spin   1.4077 eV

***

The following is a DFT calculation (the ωB97M-V functional and the def2-TZVPD basis) of C33H29NO5P2SSn as an isolated structure.

Each line ends with the Löwdin charge.
Atoms and positions in Å:
Sn (-2.12198, 1.11180, -2.32023)  1.204
C (4.35001, -3.55625, 0.22622)  -0.419
S (3.43469, -3.88040, 1.74499)  0.804
C (2.71139, -2.24535, 1.98699)  -0.517
C (1.66937, -1.87043, 0.94331)  -0.258
C (1.18436, -0.44049, 1.13677)  -0.248
N (0.26866, 0.05706, 0.08267)  -0.460
P (0.84571, 0.59656, -1.44895)  0.925
C (2.58113, 1.01649, -1.12527)  -0.376
C (3.64335, 0.12397, -1.26199)  -0.099
C (4.93559, 0.51930, -0.94170)  -0.071
C (5.17575, 1.80695, -0.47738)  -0.075
C (4.12589, 2.70740, -0.34590)  -0.072
C (2.83521, 2.31600, -0.67901)  -0.100
C (0.96268, -0.88250, -2.52040)  -0.406
C (1.75920, -0.82594, -3.66915)  -0.109
C (1.75567, -1.86826, -4.58566)  -0.077
C (0.93671, -2.97257, -4.37953)  -0.083
C (0.11898, -3.02527, -3.25943)  -0.073
C (0.12712, -1.98338, -2.33638)  -0.114
P (-1.35182, 0.45891, 0.39918)  0.933
C (-1.29017, 1.36231, 1.96968)  -0.345
C (-0.31132, 2.34758, 2.12605)  -0.091
C (-0.25495, 3.09939, 3.28908)  -0.068
C (-1.18403, 2.88107, 4.30210)  -0.074
C (-2.16530, 1.91259, 4.14818)  -0.070
C (-2.22055, 1.15276, 2.98526)  -0.076
C (-2.25661, -1.07061, 0.77672)  -0.363
C (-3.42591, -1.32362, 0.05590)  -0.094
C (-4.14376, -2.49927, 0.26448)  -0.061
C (-3.69620, -3.42752, 1.19075)  -0.072
C (-2.54312, -3.17581, 1.93085)  -0.069
C (-1.83373, -2.00180, 1.73305)  -0.095
H (4.98248, -4.42560, 0.04503)  0.031
H (4.98940, -2.67762, 0.34589)  0.032
H (3.68859, -3.42431, -0.63210)  0.026
H (3.52106, -1.50908, 2.00465)  0.080
H (2.27557, -2.26838, 2.98914)  0.076
H (0.83000, -2.56905, 0.98475)  0.103
H (2.10539, -1.96715, -0.05074)  0.074
H (2.04924, 0.22536, 1.18034)  0.107
H (0.68314, -0.33135, 2.09974)  0.105
H (3.46352, -0.88347, -1.62075)  0.095
H (5.75635, -0.18015, -1.05318)  0.106
H (6.18476, 2.11150, -0.22744)  0.106
H (4.31295, 3.71669, -0.00005)  0.107
H (2.01788, 3.02784, -0.60475)  0.102
H (2.39764, 0.03639, -3.84472)  0.110
H (2.38907, -1.81692, -5.46438)  0.106
H (0.93150, -3.78543, -5.09594)  0.104
H (-0.53147, -3.87796, -3.10005)  0.107
H (-0.52085, -2.03374, -1.46801)  0.088
H (0.41097, 2.52267, 1.33505)  0.094
H (0.50553, 3.86319, 3.40296)  0.108
H (-1.14337, 3.47036, 5.21031)  0.107
H (-2.89473, 1.74821, 4.93234)  0.108
H (-2.99357, 0.40348, 2.87019)  0.106
H (-3.81030, -0.59090, -0.64391)  0.062
H (-5.05369, -2.67890, -0.29476)  0.112
H (-4.25073, -4.34663, 1.34995)  0.108
H (-2.20274, -3.89411, 2.66855)  0.108
H (-0.95518, -1.80739, 2.33785)  0.100
O (-5.92482, 5.59348, -0.45610)  0.168
C (-5.18250, 4.71431, -0.76729)  -0.234
C (-3.68828, 4.85442, -1.11639)  -0.275
O (-3.03224, 5.85898, -1.05136)  0.133
C (-3.28661, 3.50806, -1.54945)  -0.313
C (-4.30651, 2.59601, -1.42087)  -0.315
O (-4.11985, 1.34449, -1.75343)  -0.273
C (-5.52888, 3.21704, -0.88292)  -0.273
O (-6.57918, 2.70343, -0.60452)  0.133
O (-2.11153, 3.13160, -1.99488)  -0.256

## Properties
2S+1   1
Gap between HOMO and LUMO   7.393 eV
Highest occupied orbital energy   -7.978 eV
E_LUMO   -0.0215 Eh
ΔE to the lowest compared entry with this formula, charge and spin   0.0000 eV

***

The following is a DFT calculation (the ωB97M-V functional and the def2-TZVPD basis) of a 5-piece molecular cluster, C12H21BCl12O8S overall.

Each line ends with the Löwdin charge.
Atoms and positions in Å:
C (-0.85650, 3.18794, 2.05526)  0.040
C (-1.15283, 2.38202, 0.82612)  -0.502
O (-0.30975, 1.83912, 0.14467)  0.092
O (-2.46998, 2.33530, 0.50546)  -0.009
C (-3.01740, 1.04239, 0.16936)  -0.155
C (-4.29986, 0.77718, 0.95518)  -0.165
C (-4.68118, -0.70480, 1.03956)  -0.204
C (-4.22617, -1.53460, 2.24482)  -0.203
C (-2.77156, -2.03218, 2.31864)  -0.158
C (-1.87165, -1.23163, 3.27685)  -0.213
O (-0.69282, -0.69645, 2.61976)  -0.350
S (0.71101, -1.12181, 3.32520)  0.949
O (0.60607, -0.78160, 4.72713)  -0.365
O (1.48690, 0.16205, 2.59525)  -0.263
O (2.70902, -0.41407, 2.10952)  0.043
B (2.61593, -0.59621, 0.71806)  -0.845
O (1.42076, -0.50022, 0.04560)  0.166
O (3.80012, -0.92344, 0.11605)  0.169
H (-0.01263, 3.85108, 1.85511)  0.093
H (-1.72617, 3.76564, 2.36901)  0.089
H (-0.56654, 2.49137, 2.84902)  0.095
H (-2.24748, 0.27386, 0.28469)  0.120
H (-3.27814, 1.09398, -0.89315)  0.133
H (-4.27813, 1.25969, 1.93975)  0.121
H (-5.09778, 1.28553, 0.40113)  0.112
H (-4.37806, -1.20040, 0.10625)  0.120
H (-5.77607, -0.75472, 1.05102)  0.108
H (-4.87382, -2.41888, 2.24557)  0.107
H (-4.46054, -1.00896, 3.18056)  0.112
H (-2.80256, -3.04839, 2.72606)  0.108
H (-2.30915, -2.11070, 1.32996)  0.119
H (-1.55677, -1.86755, 4.10854)  0.105
H (-2.40872, -0.38037, 3.70514)  0.122
H (0.89018, 0.27217, 0.29987)  0.064
H (3.68096, -1.61484, -0.55336)  0.050
C (4.17677, -1.53741, -3.71476)  -1.533
Cl (4.48224, -3.10701, -2.95177)  0.522
Cl (4.57036, -1.61139, -5.43753)  0.516
Cl (2.52021, -1.02825, -3.44469)  0.565
H (4.83771, -0.81373, -3.25522)  0.019
C (0.98914, 1.46445, -7.37903)  -1.550
Cl (-0.33113, 0.39884, -7.86003)  0.526
Cl (0.46731, 2.60065, -6.13597)  0.510
Cl (2.37468, 0.53778, -6.80243)  0.495
H (1.29569, 2.02998, -8.24929)  0.011
C (1.85781, 4.57747, -2.07535)  -1.556
Cl (2.46040, 3.45680, -3.29398)  0.512
Cl (3.18191, 5.27641, -1.14338)  0.524
Cl (0.87353, 5.84024, -2.81745)  0.521
H (1.22688, 4.02050, -1.39473)  -0.005
C (3.91333, -4.57453, 1.88672)  -1.532
Cl (4.23475, -6.21135, 2.45745)  0.538
Cl (4.17509, -4.44626, 0.14361)  0.528
Cl (2.28505, -4.04755, 2.29714)  0.563
H (4.60957, -3.90312, 2.37302)  0.020

## Properties
2S+1   1
Gap between HOMO and LUMO   10.866 eV
Highest occupied orbital energy   -10.413 eV
E_LUMO   0.0166 Eh

***

The following is a DFT calculation (the ωB97M-V functional and the def2-TZVPD basis) of C51H52N7O4PRuS as an isolated structure.

Each line ends with the Mulliken spin population.
Atoms and positions in Å:
Ru (-23.52049, 5.58781, -3.04163)  2.633
C (-17.83526, 5.10515, -8.29282)  0.000
O (-18.55648, 5.66708, -7.20970)  0.000
C (-17.75152, 5.96690, -6.11892)  0.002
C (-16.69082, 6.84367, -6.12492)  -0.001
C (-15.92327, 6.99192, -4.95288)  0.002
C (-16.40598, 6.41710, -3.76639)  -0.006
C (-17.58883, 5.70913, -3.74702)  -0.002
C (-18.33137, 5.54639, -4.87717)  0.000
N (-19.65931, 5.09933, -4.90289)  0.008
C (-20.70896, 5.44505, -4.08885)  0.108
N (-20.73486, 6.51401, -3.26543)  0.031
C (-21.98462, 7.25925, -3.21084)  0.388
C (-22.70113, 7.46296, -1.96668)  -0.186
C (-23.88328, 8.19744, -1.89106)  -0.013
C (-24.30384, 8.91425, -2.98292)  0.104
C (-23.51785, 8.93471, -4.16439)  0.005
C (-22.36140, 8.19497, -4.22021)  -0.111
O (-21.43253, 8.25902, -5.28133)  0.003
C (-21.75158, 9.13130, -6.38346)  0.001
N (-21.87637, 4.78867, -4.23491)  -0.012
C (-21.97174, 3.66168, -5.03408)  0.067
C (-22.26908, 3.75861, -6.41956)  -0.035
C (-22.36975, 2.62082, -7.23662)  -0.008
C (-22.12304, 1.35261, -6.75099)  0.011
C (-21.91064, 1.16784, -5.38506)  -0.007
C (-21.72071, 2.31130, -4.53005)  -0.001
O (-21.39495, 2.15061, -3.20743)  -0.016
C (-20.40119, 1.12044, -3.00563)  0.002
H (-18.56177, 4.77117, -9.03198)  0.000
H (-17.17933, 4.24276, -8.00923)  0.000
H (-17.21439, 5.80421, -8.81707)  0.000
H (-16.38135, 7.34132, -6.96996)  0.000
H (-14.98246, 7.55270, -4.96394)  0.000
H (-15.98339, 6.55208, -2.77652)  0.001
H (-17.90833, 5.28941, -2.78675)  0.005
H (-19.90943, 4.46932, -5.62267)  -0.004
H (-19.85038, 6.92350, -2.95892)  0.011
H (-24.38674, 8.17099, -0.95661)  -0.005
H (-25.22839, 9.57203, -2.94965)  0.005
H (-23.69229, 9.60190, -5.01351)  0.008
H (-20.90375, 9.09779, -7.08362)  0.000
H (-21.86676, 10.17024, -6.06651)  0.000
H (-22.71710, 8.86716, -6.91100)  0.001
H (-22.50605, 4.72470, -6.83263)  0.003
H (-22.50948, 2.77088, -8.32783)  0.000
H (-22.10798, 0.56031, -7.49059)  0.000
H (-21.57650, 0.19306, -4.99193)  0.000
H (-19.75804, 1.56856, -2.19231)  -0.001
H (-19.86297, 0.87652, -3.89922)  0.000
H (-20.90228, 0.27603, -2.58820)  0.000
N (-25.91750, 3.04174, -3.41644)  0.012
P (-25.49953, 4.69921, -3.73366)  0.386
C (-27.03465, 5.68033, -3.16477)  -0.007
C (-27.19667, 6.64758, -2.07411)  0.029
C (-28.44743, 7.06277, -1.65026)  0.005
C (-29.57324, 6.61967, -2.36938)  0.001
C (-29.49913, 5.57123, -3.27290)  0.003
C (-28.19065, 5.15445, -3.68762)  -0.001
C (-25.78170, 4.91208, -5.57917)  -0.061
C (-26.01752, 6.29680, -5.95801)  0.048
C (-26.29998, 6.66903, -7.29601)  0.002
C (-26.40505, 5.65017, -8.30186)  0.013
C (-26.14141, 4.34309, -7.93595)  -0.004
C (-25.80871, 3.97399, -6.61419)  0.022
C (-26.24688, 2.42524, -2.20249)  -0.008
C (-26.55024, 1.02663, -2.03501)  0.004
C (-27.22204, 0.56600, -0.88142)  -0.002
C (-27.33142, 1.50201, 0.16613)  0.005
C (-26.74871, 2.77011, 0.00302)  -0.004
N (-26.31524, 3.21838, -1.13562)  0.014
H (-25.84752, 2.28275, -4.11347)  0.000
H (-26.32918, 7.05532, -1.58234)  -0.003
H (-28.51195, 7.72163, -0.80642)  0.000
H (-30.56897, 7.02861, -2.17186)  0.000
H (-30.35906, 5.21870, -3.82103)  0.000
H (-28.19603, 4.44660, -4.51607)  0.002
H (-26.13603, 6.99456, -5.11985)  -0.010
H (-26.64922, 7.69106, -7.37885)  0.000
H (-26.56569, 5.91705, -9.36468)  0.001
H (-26.23112, 3.58703, -8.71581)  0.000
H (-25.75789, 2.88112, -6.43101)  0.001
H (-26.26163, 0.40563, -2.90402)  0.000
H (-27.70215, -0.42619, -0.78461)  0.000
H (-28.04015, 1.22652, 1.01915)  0.000
H (-26.74329, 3.44883, 0.87768)  -0.002
C (-20.91399, 3.55206, 2.33324)  0.005
C (-20.61650, 2.93994, 0.96072)  -0.001
N (-21.74830, 3.15907, 0.01466)  0.173
C (-22.69402, 2.04507, -0.14739)  -0.020
C (-23.23617, 1.48071, 1.15841)  0.016
C (-21.93461, 4.39471, -0.42584)  0.164
S (-23.54975, 4.73826, -0.99206)  0.549
N (-20.99503, 5.32560, -0.18166)  0.007
C (-20.94368, 6.58165, -0.42993)  0.379
O (-22.05623, 7.34729, -0.74602)  -0.008
C (-19.73201, 7.26448, -0.04722)  -0.036
C (-18.57131, 6.50660, 0.27211)  0.142
C (-17.37496, 7.09509, 0.65240)  -0.083
C (-17.29408, 8.49075, 0.56163)  0.145
C (-18.35490, 9.27761, 0.06066)  -0.087
C (-19.59460, 8.66498, -0.17630)  0.146
H (-19.95849, 3.79493, 2.78211)  0.001
H (-21.42042, 2.84479, 2.96557)  0.001
H (-21.46062, 4.49802, 2.23694)  0.000
H (-20.51197, 1.89542, 0.98033)  -0.002
H (-19.70603, 3.42423, 0.52683)  0.011
H (-22.08413, 1.30529, -0.69249)  0.002
H (-23.47970, 2.43880, -0.82615)  0.007
H (-22.55170, 0.66174, 1.47038)  0.001
H (-24.20301, 1.03076, 0.99048)  -0.001
H (-23.38477, 2.25713, 1.90816)  -0.001
H (-18.69173, 5.40935, 0.35455)  0.025
H (-16.57842, 6.45885, 1.13640)  -0.002
H (-16.37717, 9.00032, 0.90729)  0.010
H (-18.26975, 10.35899, 0.05499)  -0.003
H (-20.40210, 9.26410, -0.57943)  0.019

## Properties
2S+1   6
Gap between HOMO and LUMO (alpha / beta)   5.717 / 6.468 eV
Highest occupied orbital energy (alpha / beta)   -7.527 / -10.291 eV
Charge   +1
E_LUMO (alpha / beta)   -0.0665 / -0.1405 Eh
ΔE to the lowest compared entry with this formula, charge and spin   0.6048 eV

***

Question: Which formula does entry 3 have?
Answer: C12H21BCl12O8S

***

Question: What is the formula in the first record?
Answer: C5H8O

***

Question: The highest 2S+1 belongs to which entry?
Answer: C51H52N7O4PRuS